# 1
DFT (wB97M-V/def2-TZVPD) results for the molecule CH6NPS.

ORCA input file:
```
! wB97M-V def2-TZVPD RIJCOSX def2/J DEFGRID3
* xyz 0 1
C 1.753 -0.144 0.751
S 0.649 1.240 0.313
P -1.248 0.382 0.503
N -1.860 -0.234 -1.320
H 2.650 -0.052 0.124
H 1.073 -1.060 0.376
H 2.028 -0.187 1.816
H -1.775 1.732 0.521
H -0.968 -0.539 -1.683
H -2.301 -1.138 -1.399
*
```

Results
- E_LUMO: 0.67 eV
- Gap between HOMO and LUMO: 9.30 eV
- Highest occupied orbital energy: -8.63 eV
- SMILES: CSPN

=====

# 2
DFT (wB97M-V/def2-TZVPD) results for a structure of composition C57H40Cl5N5O5P2S3Ti.

ORCA input file:
```
! wB97M-V def2-TZVPD RIJCOSX def2/J DEFGRID3
* xyz -1 2
Ti -1.939 0.622 -0.030
Cl -5.257 0.292 1.470
C -4.902 1.802 0.684
C -3.650 2.033 0.116
C -3.455 3.331 -0.350
Cl -1.868 3.818 -0.890
C -4.440 4.316 -0.355
Cl -4.127 5.899 -0.969
C -5.696 4.016 0.158
Cl -6.945 5.207 0.155
C -5.923 2.757 0.699
Cl -7.467 2.403 1.385
O -1.303 1.752 1.310
C -1.278 1.948 2.613
C -1.574 3.209 3.139
C -1.522 3.428 4.503
C -1.176 2.398 5.373
C -0.884 1.148 4.857
C -0.924 0.907 3.486
C -0.600 -0.397 2.921
N -0.908 -0.822 1.713
C -0.438 -2.110 1.610
C 0.173 -2.465 2.771
N 0.053 -1.374 3.602
H -1.837 3.999 2.447
H -1.758 4.410 4.895
H -1.150 2.567 6.441
H -0.644 0.338 5.538
H -0.602 -2.705 0.726
H 0.657 -3.373 3.080
H 0.493 -1.262 4.496
O 0.081 0.310 -0.633
P 1.500 0.202 -1.136
C 2.497 -0.461 0.242
P 2.808 0.679 1.617
O 1.728 1.605 2.031
C 4.323 1.562 1.163
C 4.317 2.944 1.300
C 5.446 3.679 0.966
C 6.581 3.035 0.498
C 6.593 1.652 0.364
C 5.467 0.917 0.698
C 3.303 -0.400 2.991
C 3.861 -1.664 2.836
C 4.176 -2.431 3.950
C 3.931 -1.937 5.224
C 3.373 -0.675 5.385
C 3.059 0.091 4.273
C 2.172 1.851 -1.419
C 1.539 2.932 -0.813
C 2.044 4.213 -0.994
C 3.188 4.405 -1.755
C 3.835 3.320 -2.336
C 3.324 2.042 -2.178
C 1.788 -0.815 -2.653
C 2.816 -1.840 -2.482
C 3.304 -2.697 -3.458
C 3.016 -2.708 -4.834
C 2.143 -1.890 -5.504
C 1.260 -0.896 -4.914
H 3.471 -0.759 -0.145
H 1.972 -1.343 0.621
H 3.414 3.429 1.649
H 5.433 4.758 1.061
H 7.459 3.610 0.230
H 7.476 1.148 -0.007
H 5.488 -0.162 0.588
H 4.038 -2.069 1.847
H 4.603 -3.417 3.822
H 4.173 -2.538 6.092
H 3.179 -0.289 6.378
H 2.590 1.063 4.381
H 0.668 2.763 -0.193
H 1.542 5.057 -0.536
H 3.582 5.404 -1.895
H 4.729 3.473 -2.927
H 3.797 1.195 -2.659
H 3.164 -2.031 -1.482
H 4.026 -3.433 -3.114
H 3.565 -3.431 -5.431
H 2.066 -1.984 -6.581
H 0.646 -0.385 -5.653
N -0.681 1.732 -3.355
C -1.225 0.584 -2.832
O -2.155 0.798 -1.906
C -0.814 -0.660 -3.179
C -1.542 -1.933 -2.915
N -1.458 -3.382 -1.340
C 0.588 -0.873 -3.595
N 1.637 0.145 -3.851
H 0.221 1.602 -3.806
H -0.740 2.526 -2.738
O -2.959 -0.824 0.015
C -3.380 -1.953 -0.723
C -2.206 -2.377 -1.610
C -0.647 -3.176 -2.575
C -0.854 -4.261 -3.573
C -1.815 -4.022 -4.459
S -2.599 -2.462 -4.357
C -3.648 -3.054 0.293
C -3.714 -2.879 1.642
C -4.021 -4.079 2.341
C -4.183 -5.138 1.503
S -3.937 -4.694 -0.130
C -4.656 -1.630 -1.488
C -5.859 -2.265 -1.370
C -6.874 -1.701 -2.186
C -6.418 -0.641 -2.905
S -4.776 -0.307 -2.588
H 0.399 -2.965 -2.350
H -0.269 -5.170 -3.553
H -2.135 -4.704 -5.234
H -3.538 -1.922 2.107
H -4.115 -4.144 3.416
H -4.411 -6.160 1.757
H -6.022 -3.102 -0.709
H -7.891 -2.064 -2.224
H -6.968 -0.020 -3.595
*
```

Results
- E_LUMO (alpha / beta): 2.00 / 2.00 eV
- Gap between HOMO and LUMO (alpha / beta): 4.18 / 6.17 eV
- Highest occupied orbital energy (alpha / beta): -2.18 / -4.17 eV

=====

# 3
DFT (wB97M-V/def2-TZVPD) results for a structure of composition C6H14OS.

ORCA input file:
```
! wB97M-V def2-TZVPD RIJCOSX def2/J DEFGRID3
* xyz 0 1
C 2.430 -0.443 -1.585
C -1.381 -0.802 -0.170
C -2.197 1.443 0.750
C 2.457 -1.137 0.996
C 0.204 1.045 0.671
C -1.071 0.678 0.069
O 3.153 1.200 0.236
S 2.214 0.156 -0.066
H 2.750 0.248 -2.377
H 1.824 -1.329 -1.844
H -2.351 -0.847 -0.652
H -1.456 -1.442 0.934
H -0.611 -1.163 -0.727
H -2.116 1.465 1.815
H -2.041 2.456 0.410
H -3.180 1.075 0.482
H 2.035 -1.951 0.342
H 3.458 -1.398 0.951
H 1.891 -1.239 1.942
H 0.410 0.618 1.710
H 0.410 2.040 0.728
H -1.045 1.076 -1.033
*
```

Results
- E_LUMO: 0.51 eV
- Gap between HOMO and LUMO: 8.16 eV
- Highest occupied orbital energy: -7.64 eV

=====

# 4
DFT (wB97M-V/def2-TZVPD) results for a cluster of 2 separate species, C22H29N2O2 in total.

ORCA input file:
```
! wB97M-V def2-TZVPD RIJCOSX def2/J DEFGRID3
* xyz 1 1
C -1.145 6.013 -3.874
O -1.548 4.654 -4.161
C -0.887 3.636 -3.556
C -1.315 2.315 -3.867
C -0.671 1.244 -3.308
C 0.422 1.408 -2.392
C 1.047 0.235 -1.908
C 2.260 0.057 -1.196
C 2.574 -1.285 -0.813
C 3.708 -1.581 -0.078
C 4.563 -0.547 0.345
C 4.289 0.776 -0.036
C 3.200 1.078 -0.850
C 0.763 2.740 -2.021
C 0.176 3.830 -2.636
H -1.849 6.619 -4.442
H -1.228 6.244 -2.803
H -0.119 6.207 -4.216
H -2.142 2.186 -4.564
H -0.972 0.226 -3.565
H 0.535 -0.689 -2.177
H 1.879 -2.072 -1.111
H 3.925 -2.619 0.177
H 5.436 -0.780 0.957
H 4.952 1.578 0.299
H 3.091 2.091 -1.232
H 1.487 2.929 -1.233
H 0.513 4.846 -2.409
C -0.163 -6.140 2.317
C -0.666 -4.713 2.430
C 0.433 -3.662 2.325
N -0.071 -2.296 2.491
C -0.515 -1.539 1.467
C -1.087 -0.200 1.949
C -2.292 -0.303 2.928
C -3.214 0.854 2.519
C -2.816 1.206 1.058
N -1.572 0.538 0.852
O -0.481 -1.863 0.286
H -1.011 -6.825 2.373
H 0.346 -6.311 1.364
H 0.528 -6.394 3.125
H -1.394 -4.512 1.635
H -1.193 -4.575 3.383
H 1.192 -3.816 3.100
H 0.923 -3.711 1.348
H -0.159 -1.931 3.432
H -0.249 0.300 2.482
H -2.812 -1.262 2.790
H -1.964 -0.241 3.969
H -4.268 0.577 2.590
H -3.042 1.719 3.170
H -3.591 0.824 0.368
H -2.759 2.299 0.922
H -1.043 0.638 -0.002
*
```

Results
- E_LUMO: -5.32 eV
- Gap between HOMO and LUMO: 5.05 eV
- Highest occupied orbital energy: -10.37 eV

=====

Which energy belongs to each record? In order, -22747.4378, -214260.3649, -19326.5324, -30352.9198 eV.
Which relative energy (zero: lowest compared OMol25 entry of this formula, charge and spin) belongs to each record? In order, 30.9, 94.9, 112.7, 52.3 kcal per mole.